Record 1
The following is a quantum chemistry calculation of a molecular structure, C21H28CrN4O3 at a distorted geometry, from the OMol25 dataset.

XYZ file:
```
57
Properties=species:S:1:pos:R:3:lowdin_charge:R:1
Cr -1.072 0.368 -1.334 0.544
O 1.919 -1.123 3.808 0.102
O -1.506 -1.040 1.557 0.014
O 2.111 1.186 -0.014 0.062
N 0.158 -1.346 -1.643 0.032
N 0.831 0.998 -2.534 0.060
N 0.002 0.387 0.566 0.082
N 1.943 -0.198 1.760 0.191
C 1.374 0.544 0.719 -0.531
C 1.209 -1.347 -2.517 -0.172
C 1.342 -0.455 2.975 -0.407
C 2.498 2.546 -3.362 -0.030
C 0.597 -3.650 -1.143 -0.023
C -0.868 -0.494 4.207 -0.177
C -0.038 0.139 3.054 -0.278
C 2.789 0.189 -3.733 0.003
C -0.125 -2.472 -0.970 -0.095
C -0.570 -0.221 1.651 -0.420
C 1.594 -0.028 -2.999 -0.184
C -1.212 2.434 3.336 -0.074
C 0.093 1.679 3.265 -0.165
C -2.682 -0.723 -1.430 -0.147
C -1.940 1.467 -2.884 -0.223
C 3.243 1.493 -3.924 -0.045
C -0.998 -2.004 4.216 -0.091
C 1.301 2.246 -2.681 -0.104
C -2.479 1.217 -0.230 -0.150
C 1.943 -2.508 -2.794 0.005
C 1.647 -3.673 -2.082 -0.032
H 0.244 -4.489 -0.539 0.115
H -1.865 -0.045 4.165 0.109
H -2.093 -1.035 -2.309 0.033
H -1.445 -2.304 3.265 0.062
H -1.651 -2.311 5.042 0.078
H -3.694 -0.309 -1.663 0.058
H -1.795 2.311 2.418 0.069
H 0.690 1.811 4.180 0.132
H -1.970 0.779 -3.761 0.010
H 0.702 2.063 2.440 0.112
H -0.990 3.498 3.458 0.081
H -0.448 -0.163 5.171 0.127
H 2.781 -2.462 -3.501 0.110
H -1.794 2.090 -0.383 0.057
H 0.705 3.069 -2.269 0.127
H -0.960 -2.439 -0.264 0.103
H 3.355 -0.665 -4.095 0.100
H -0.007 -2.449 4.344 0.069
H -1.808 2.110 4.194 0.075
H -2.488 0.747 0.789 0.039
H -2.982 1.697 -2.600 -0.005
H 2.811 3.582 -3.479 0.107
H -1.466 2.362 -3.320 -0.006
H 2.959 -0.211 1.756 0.166
H -2.793 -1.459 -0.610 0.045
H 4.173 1.675 -4.487 0.117
H -3.510 1.509 -0.546 0.054
H 2.234 -4.573 -2.236 0.110
```

Output
2S+1: 5
Gap between HOMO and LUMO (alpha / beta): 7.0 / 7.6 eV
Lowest unoccupied orbital energy (alpha / beta): -0.68 / -0.87 eV
Expectation value of S²: 6.0438

Record 2
The following is a quantum chemistry calculation of a molecular structure, C21H28FLaN8O3S at a distorted geometry, from the OMol25 dataset.

XYZ file:
```
63
Properties=species:S:1:pos:R:3:lowdin_charge:R:1
La 0.929 1.084 -0.716 1.984
S 1.119 1.301 2.114 0.582
F -6.124 2.492 0.365 0.104
O 0.682 -1.280 -0.127 -0.103
O 0.307 -0.573 -2.159 -0.131
O -1.399 1.091 -0.569 -0.217
N -3.673 -2.327 -0.629 0.050
N 3.357 -0.202 2.331 0.031
N 3.610 3.850 -1.045 0.160
N 5.478 2.508 -1.138 -0.144
N 2.225 5.656 -1.004 0.192
N 1.514 -1.291 2.753 0.046
N 3.350 1.522 -1.097 -0.019
N 1.278 3.528 -0.911 -0.043
C -4.305 -1.111 -0.384 -0.046
C 4.129 2.562 -1.074 -0.409
C -0.097 -1.159 -1.111 -0.670
C -5.693 -3.488 0.184 -0.139
C -5.508 1.336 0.115 -0.246
C -3.627 -4.815 -0.294 -0.041
C -5.704 -1.047 -0.177 -0.121
C 2.308 4.312 -0.980 -0.476
C -1.579 -1.228 -0.886 -0.037
C -6.281 0.173 0.076 0.083
C -4.163 1.314 -0.092 0.083
C 6.383 3.487 -0.536 -0.015
C 2.017 -0.117 2.403 -0.859
C 3.829 -1.494 2.845 -0.107
C -2.136 0.039 -0.604 -0.284
C -4.460 -3.606 -0.696 -0.282
C 2.538 -2.331 2.823 -0.100
C -3.547 0.078 -0.350 -0.044
C -6.532 -2.296 -0.230 -0.116
C -2.360 -2.354 -0.871 0.050
C 6.116 1.232 -1.436 -0.030
H -4.776 -3.707 -1.738 0.165
H -6.903 -2.442 -1.249 0.139
H -1.928 -3.322 -1.067 0.140
H -2.879 -5.096 -1.033 0.081
H -6.265 -4.411 0.088 0.132
H 2.419 -2.934 3.720 0.128
H 5.907 4.440 -0.330 0.082
H 3.030 6.256 -1.051 0.123
H 1.326 6.105 -1.001 0.129
H 4.600 -1.911 2.201 0.121
H -5.387 -3.403 1.231 0.140
H 5.586 0.717 -2.236 0.102
H 3.899 0.642 2.408 0.137
H 3.906 0.672 -1.084 0.051
H 7.126 1.429 -1.786 0.103
H -7.407 -2.187 0.411 0.131
H 7.220 3.664 -1.209 0.105
H 0.428 4.083 -0.862 0.080
H 2.482 -2.976 1.944 0.126
H 0.533 -1.479 2.633 0.149
H -3.143 -4.656 0.671 0.101
H -4.298 -5.666 -0.194 0.097
H -7.347 0.250 0.247 0.145
H 6.768 3.103 0.412 0.107
H -3.572 2.217 -0.064 0.135
H 6.180 0.586 -0.555 0.103
H 4.228 -1.385 3.854 0.129
H 4.289 4.563 -1.250 0.133
```

Output
Net charge: +2
Gap between HOMO and LUMO: 8.3 eV
Lowest unoccupied orbital energy: -4.92 eV

Record 3
The following is a quantum chemistry calculation of C21H28N2O3S in the gas phase at a distorted geometry, from the OMol25 dataset.

XYZ file:
```
55
Properties=species:S:1:pos:R:3:lowdin_charge:R:1
S -2.714 0.694 1.630 0.726
O -2.555 1.820 2.515 -0.282
O -0.266 2.881 1.389 -0.054
O -3.564 -0.377 2.061 -0.260
N -1.171 0.104 1.322 -0.163
N 2.631 1.299 0.120 -0.167
C -3.306 1.276 0.042 -0.281
C -1.203 -5.146 -0.921 -0.052
C 4.698 1.421 -1.187 -0.189
C -1.183 -3.767 -0.336 -0.279
C -4.949 1.167 -1.686 -0.066
C -2.618 2.266 -0.634 -0.045
C -3.106 2.703 -1.856 -0.059
C -1.644 -2.670 -1.050 -0.027
C 1.191 1.474 0.121 -0.135
C -4.466 0.723 -0.466 -0.061
C -1.147 -1.200 0.790 -0.283
C 5.197 0.121 -0.570 -0.213
C 3.173 1.429 -1.223 -0.207
C 0.617 1.788 1.517 -0.330
C -0.087 0.580 2.159 -0.133
C -1.624 -1.400 -0.501 -0.010
C -4.267 2.155 -2.379 -0.073
C 4.568 -0.032 0.808 -0.185
C -0.707 -3.558 0.954 -0.034
C 3.046 0.039 0.709 -0.199
C -0.694 -2.297 1.516 -0.007
H -4.963 -0.047 0.102 0.114
H -1.025 2.751 1.985 0.054
H 1.453 2.084 2.172 0.150
H 2.625 -0.029 1.713 0.106
H -1.879 -5.785 -0.354 0.083
H -1.535 -5.126 -1.956 0.073
H 0.967 2.343 -0.501 0.125
H 2.824 2.376 -1.641 0.119
H -0.347 -2.168 2.530 0.118
H 4.906 -0.721 -1.203 0.111
H -2.579 3.475 -2.397 0.108
H -0.353 -4.400 1.531 0.116
H 6.286 0.126 -0.494 0.107
H 5.038 2.263 -0.583 0.115
H -1.719 2.682 -0.207 0.098
H 4.912 0.778 1.453 0.116
H 2.817 0.613 -1.880 0.128
H -0.488 0.882 3.133 0.131
H 5.085 1.542 -2.200 0.108
H -5.854 0.743 -2.095 0.107
H -2.021 -2.804 -2.054 0.112
H 2.670 -0.821 0.120 0.132
H -4.643 2.501 -3.331 0.105
H 0.632 -0.224 2.311 0.109
H -0.211 -5.593 -0.880 0.081
H -1.972 -0.556 -1.075 0.109
H 0.667 0.602 -0.309 0.126
H 4.857 -0.982 1.262 0.109
```

Output
Structure (SMILES): Cc1ccc(N(C[C@H](O)CN2CCCCC2)S(=O)(=O)c2ccccc2)cc1
Gap between HOMO and LUMO: 9.2 eV
Lowest unoccupied orbital energy: 0.57 eV

Record 4
The following is a quantum chemistry calculation of C21H28N2O5S in the gas phase at a distorted geometry, from the OMol25 dataset.

XYZ file:
```
57
Properties=species:S:1:pos:R:3:lowdin_charge:R:1
S 2.223 2.863 0.450 0.674
O -1.929 -0.980 -1.197 -0.043
O 3.446 2.122 0.555 -0.281
O 1.786 3.612 1.598 -0.286
O -5.148 -2.366 -0.601 -0.017
O 2.942 6.570 -0.629 -0.126
N -1.820 -3.968 -0.918 -0.006
N 2.341 3.816 -0.932 -0.235
C -3.120 -1.184 -0.465 -0.127
C -0.628 -2.554 3.250 -0.081
C -0.273 1.721 0.657 -0.049
C 3.661 4.337 -1.232 -0.167
C 1.674 6.083 -0.242 -0.188
C 0.298 -5.152 -0.758 -0.047
C -0.952 -3.543 2.338 -0.051
C -1.266 0.827 0.293 0.003
C 3.944 5.599 -0.415 -0.183
C 0.911 1.765 -0.048 -0.301
C -3.137 -3.716 -0.359 -0.171
C 1.305 4.825 -1.034 -0.164
C 0.456 -2.506 0.710 -0.039
C -0.867 -4.552 0.028 -0.360
C -3.790 -2.469 -0.967 -0.349
C 0.246 -1.541 2.895 -0.082
C 0.140 0.044 -1.508 0.004
C -0.419 -3.531 1.054 -0.192
C -1.056 -0.033 -0.782 -0.266
C 1.121 0.937 -1.138 -0.048
C 0.796 -1.525 1.624 -0.075
H 0.380 4.391 -0.651 0.119
H 1.181 5.070 -2.094 0.134
H -5.601 -3.176 -0.858 0.098
H -3.686 -2.506 -2.063 0.158
H 3.697 4.563 -2.303 0.133
H -1.622 -4.341 2.631 0.110
H -1.057 -2.577 4.242 0.102
H 1.674 5.841 0.830 0.114
H 4.885 6.061 -0.719 0.129
H 1.488 -0.744 1.344 0.105
H -3.113 -3.583 0.734 0.117
H 0.504 -0.769 3.604 0.104
H -1.391 -5.367 0.542 0.142
H -3.767 -4.592 -0.573 0.124
H 3.989 5.331 0.651 0.130
H -0.073 -5.936 -1.412 0.076
H -0.401 2.384 1.499 0.118
H 0.966 6.889 -0.441 0.129
H 1.032 -5.572 -0.075 0.084
H -1.430 -3.107 -1.288 0.098
H -3.817 -0.352 -0.619 0.144
H 0.272 -0.618 -2.349 0.125
H 0.884 -2.470 -0.281 0.108
H -2.907 -1.279 0.606 0.137
H -2.186 0.804 0.853 0.114
H 2.057 0.999 -1.668 0.122
H 0.780 -4.398 -1.373 0.068
H 4.378 3.552 -0.992 0.114
```

Output
Structure (SMILES): C[C@H](NC[C@@H](O)COc1ccc(S(=O)(=O)N2CCOCC2)cc1)c1ccccc1
Gap between HOMO and LUMO: 9.3 eV
Lowest unoccupied orbital energy: 0.64 eV

Calculated energy above the lowest of the compared OMol25 structures with the same formula, charge and spin (kcal per mole), listed in the same order as above: 41.0 6.3 53.2 52.9